Entry from the OMol25 dataset: a molecular structure, C12H28MnNO2P2 at a distorted geometry (ωB97M-V/def2-TZVPD).

Values from the calculation:
E_HOMO (alpha / beta) = -10.67 / -10.74 eV
multiplicity = 4
net charge = +1
<S²> = 4.046
ΔE to the lowest compared entry with this formula, charge and spin = 162.10 kJ/mol

Cartesian coordinates (Å):
C 0.95001 -1.20344 -4.00486
C 0.94179 -0.99327 -2.61640
N -0.19223 -1.05119 -1.87830
C -1.35578 -1.28553 -2.52683
C -1.41480 -1.60896 -3.88932
C -0.24290 -1.55881 -4.62787
C 2.26268 -0.81782 -1.89396
P 2.06012 -0.48654 -0.07607
Mn -0.21532 -0.58792 0.58871
P -2.36348 -0.23140 -0.14481
C -2.64292 -1.15907 -1.74807
O 2.50793 4.07864 -4.17765
O -1.54667 3.69325 -2.44427
H 1.89904 -1.19363 -4.56013
H -2.39331 -1.76276 -4.34897
H -0.26534 -1.80035 -5.68235
C 3.07332 -1.89400 0.42970
C 3.04431 1.02391 0.21198
H -3.37009 -0.60336 -2.36138
H -3.07109 -2.14597 -1.50130
H 2.99198 -0.22574 -2.49436
H 2.70673 -1.85231 -1.81059
C -3.48521 -0.96515 1.05235
C -3.09452 1.39233 -0.49600
H -0.62374 3.53130 -2.18574
H -1.59716 4.65284 -2.66558
H 1.92202 3.53953 -3.57790
H 2.67732 3.43405 -4.89188
H -0.35184 -1.82077 1.62959
H 1.03643 0.63172 0.40274
H 4.03025 -1.73956 -0.08491
H 3.24321 -1.99590 1.50119
H 2.60540 -2.80850 0.04820
H 4.09138 0.76387 0.10880
H 2.74655 1.77360 -0.52644
H 2.88194 1.46521 1.19945
H -4.14381 1.28320 -0.80139
H -3.06864 1.95610 0.44095
H -2.56911 1.98604 -1.25506
H -4.53001 -0.87424 0.76173
H -3.23270 -2.01444 1.19538
H -3.33358 -0.44463 1.99839
C -0.14070 0.56874 2.17191
H -0.84096 1.40893 2.19362
H 0.87214 0.90283 2.41573
H -0.43883 -0.19573 2.88706